[1]
89
Properties=species:S:1:pos:R:3:mulliken_charge:R:1 method="wB97M-V/def2-TZVPD" e_tot_ha=-1871.0488 homo_energy_ha=-0.4374 charge=+1 smiles="C#CC[C@@]1(CCCCCCCCCC)C[N@+](CCCCN)(C(=O)NC(=O)F)[C@@H](C[C@@H](O)CN)CN1CC(=O)F" multiplicity=1
C 1.4196 -1.2454 3.9952 0.116
C 0.6982 -1.7241 3.1793 -1.155
C -0.1939 -2.1848 2.1208 -1.122
C -0.0903 -1.3299 0.8098 2.948
C 1.0695 -1.8439 -0.0821 -1.627
C 2.2693 -2.5007 0.6064 -0.311
C 3.2412 -3.0817 -0.4386 -1.338
C 3.9281 -2.0543 -1.3551 -1.286
C 4.3733 -0.7669 -0.6684 0.990
C 5.4218 -0.9552 0.4181 -0.911
C 5.7018 0.3760 1.1581 -0.384
C 6.8037 1.2458 0.5215 -0.893
C 6.2997 2.5583 -0.0972 -0.496
C 5.9166 2.4627 -1.5881 -0.909
C -1.4290 -1.5964 0.0659 -3.027
N -2.2162 -0.3681 -0.3165 0.510
C -3.4821 -0.9224 -0.9936 -1.453
C -4.6146 0.0618 -1.3114 -0.708
C -4.8086 0.2742 -2.8192 -1.235
C -4.9479 -1.0436 -3.5883 -0.644
N -3.7499 -1.2329 -4.4392 -0.507
C -1.5017 0.3698 -1.4242 -0.240
O -0.6332 -0.1693 -2.0117 -0.362
N -2.0070 1.6280 -1.7674 0.283
C -1.0677 2.7048 -1.7858 0.471
O -0.4228 3.0696 -2.6740 -0.353
F -1.0824 3.3175 -0.5902 -0.220
C -2.4928 0.4584 0.9088 1.136
C -3.5061 -0.1789 1.8593 -0.581
C -4.2933 0.8323 2.7240 -0.605
O -3.4693 1.5276 3.6418 -0.600
C -5.2186 1.7633 1.9467 -0.445
N -6.4658 1.0804 1.5809 -0.616
C -1.1561 0.7635 1.6558 -2.624
N 0.0049 0.0736 1.1531 1.026
C 1.2593 0.7695 1.2149 -0.805
C 1.5581 1.7593 0.1037 0.360
O 1.7512 2.9135 0.2722 -0.566
F 1.5863 1.2486 -1.1367 -0.244
H 1.9582 -0.7915 4.8008 0.429
H -1.2085 -2.1440 2.5267 0.686
H -0.0165 -3.2404 1.9075 0.603
H 1.4467 -1.0303 -0.6969 -0.132
H 0.6877 -2.5781 -0.7912 1.052
H 1.9749 -3.3439 1.2292 0.479
H 2.8362 -1.8204 1.2387 0.137
H 3.9867 -3.6925 0.0680 0.445
H 2.6750 -3.7654 -1.0773 0.438
H 3.2825 -1.8273 -2.2058 0.333
H 4.8140 -2.5258 -1.7853 0.551
H 4.8107 -0.1248 -1.4364 0.287
H 3.5074 -0.2276 -0.2970 -0.817
H 5.0866 -1.6848 1.1577 0.445
H 6.3537 -1.3133 -0.0166 0.469
H 4.7726 0.9536 1.1362 -0.128
H 5.9096 0.1841 2.2092 0.564
H 7.3768 0.6836 -0.2148 0.444
H 7.5012 1.5306 1.3107 0.294
H 5.4546 2.9384 0.4770 0.333
H 7.0806 3.3132 -0.0085 0.390
H 6.3342 1.5645 -2.0399 0.287
H 6.3030 3.3180 -2.1389 0.356
H 4.8373 2.4547 -1.7393 0.091
H -1.3123 -2.1718 -0.8452 0.752
H -2.1131 -2.1587 0.6971 0.499
H -3.8579 -1.7375 -0.3872 0.602
H -3.1125 -1.3642 -1.9209 1.198
H -4.5263 1.0331 -0.8268 0.064
H -5.5414 -0.3691 -0.9337 0.586
H -4.0281 0.9077 -3.2353 0.450
H -5.7351 0.8396 -2.9376 0.508
H -5.8519 -1.0675 -4.1924 0.425
H -4.9334 -1.8759 -2.8845 0.304
H -3.9448 -1.8640 -5.2070 0.252
H -3.4964 -0.3529 -4.8716 0.193
H -2.8050 1.9150 -1.2126 0.248
H -2.8780 1.4334 0.6289 0.905
H -4.2593 -0.7989 1.3724 0.374
H -2.9872 -0.8206 2.5717 0.069
H -4.9470 0.2062 3.3286 0.620
H -2.9824 2.2265 3.1911 0.360
H -4.7436 2.2284 1.0756 0.102
H -5.4577 2.5827 2.6244 0.569
H -6.4898 0.8744 0.5944 0.199
H -7.2658 1.6419 1.8272 0.266
H -1.2986 0.5584 2.7219 0.493
H -0.9600 1.8326 1.5829 0.482
H 1.2978 1.3877 2.1123 0.478
H 2.1123 0.1001 1.3025 0.390



[2]
103
Properties=species:S:1:pos:R:3:mulliken_charge:R:1 method="wB97M-V/def2-TZVPD" e_tot_ha=-8874.4209 homo_energy_ha=-0.3975 de_lowest_kcal_mol=21.7 smiles=FC(F)C(F)(F)COC(F)(F)C(F)F.ClC(Cl)Cl.ClC(Cl)Cl.ClC(Cl)Cl.ClC(Cl)Cl.ClC(Cl)Cl.CCCCCC.CCCCCC.CCCCCC multiplicity=1
F -0.7281 -7.0079 -15.7715 -0.262
C -1.6041 -6.6892 -14.8266 0.113
F -0.9192 -6.7037 -13.6844 -0.253
C -2.2880 -5.3481 -15.1385 1.000
F -2.8989 -5.2884 -16.3478 -0.283
F -1.3757 -4.3950 -15.1869 -0.300
C -3.3304 -5.0092 -14.0400 -0.886
O -4.4227 -5.9557 -13.9904 -0.369
C -5.2286 -5.8117 -12.8139 0.965
F -4.6880 -6.3335 -11.7008 -0.261
F -5.4786 -4.5195 -12.6040 -0.270
C -6.6398 -6.3979 -13.1019 0.140
F -6.7287 -7.7096 -13.2821 -0.241
F -7.5879 -6.1328 -12.1832 -0.265
H -2.2690 -7.5469 -14.7250 0.252
H -3.7124 -4.0098 -14.2482 0.333
H -2.8192 -5.0514 -13.0782 0.399
H -7.0463 -6.0446 -14.0495 0.185
Cl -11.0586 -1.9745 -14.6813 -0.116
C -10.7205 -0.6614 -13.5482 0.067
Cl -11.0519 -1.2263 -11.9057 -0.116
Cl -11.7694 0.7151 -13.8447 -0.122
H -9.7115 -0.2697 -13.6764 0.287
Cl -7.1325 -13.2753 -15.3558 -0.094
C -6.3602 -13.3498 -13.8113 0.048
Cl -4.8336 -12.2852 -13.8182 -0.130
Cl -5.9436 -15.0103 -13.3494 -0.116
H -7.0737 -13.0269 -13.0532 0.292
Cl -5.4545 -6.6472 -5.1785 -0.106
C -7.0260 -6.5205 -5.9443 0.066
Cl -7.1793 -4.8213 -6.4292 -0.113
Cl -8.4343 -7.1581 -4.9892 -0.122
H -6.9598 -7.0862 -6.8736 0.276
Cl 3.8905 -5.4097 -7.7752 -0.122
C 2.4302 -4.9507 -8.7587 0.057
Cl 2.6988 -3.4975 -9.7154 -0.108
Cl 1.0474 -4.7502 -7.6380 -0.115
H 2.1747 -5.7173 -9.4902 0.288
Cl -4.5147 0.1810 -9.7605 -0.114
C -5.7123 1.4132 -9.3673 0.074
Cl -6.3592 2.2809 -10.7864 -0.123
Cl -5.0795 2.5142 -8.1934 -0.113
H -6.5285 0.8649 -8.8970 0.276
C -5.4462 -0.4197 -22.0849 -1.288
C -4.2921 -0.2126 -21.1516 -0.321
C -4.5896 0.6968 -19.9630 -0.616
C -3.6057 0.6583 -18.7959 -0.676
C -4.0064 1.5925 -17.6118 -0.386
C -3.0192 1.6249 -16.3979 -1.193
H -6.2273 -0.9965 -21.5897 0.325
H -5.1382 -0.9115 -23.0076 0.360
H -5.9193 0.5537 -22.2143 0.320
H -3.8636 -1.1759 -20.8750 0.378
H -3.5220 0.3062 -21.7224 0.248
H -5.5530 0.4093 -19.5420 0.292
H -4.6804 1.7120 -20.3495 0.307
H -3.3978 -0.3595 -18.4656 0.370
H -2.6125 0.9418 -19.1442 0.318
H -4.0458 2.5879 -18.0544 0.292
H -4.9829 1.3601 -17.1868 0.318
H -3.2208 0.7372 -15.7985 0.266
H -1.9636 1.6081 -16.6693 0.335
H -3.1740 2.4946 -15.7593 0.352
C 0.3403 -18.0579 -14.9790 -1.255
C 1.4355 -16.9730 -14.6429 -0.261
C 0.9257 -15.9165 -13.5858 -0.814
C 1.8914 -14.7936 -13.2216 -0.644
C 2.1011 -13.7086 -14.3231 -0.261
C 2.9137 -12.5263 -13.8221 -1.278
H 0.6784 -18.7806 -15.7217 0.353
H -0.4937 -17.5279 -15.4389 0.310
H -0.0684 -18.5434 -14.0928 0.331
H 2.2937 -17.4931 -14.2172 0.283
H 1.6602 -16.4160 -15.5525 0.280
H 0.7090 -16.5221 -12.7058 0.349
H -0.0481 -15.4847 -13.8169 0.397
H 1.4974 -14.3772 -12.2945 0.355
H 2.8385 -15.2477 -12.9302 0.286
H 2.6130 -14.1162 -15.1948 0.285
H 1.1337 -13.3711 -14.6949 0.278
H 3.8394 -12.7793 -13.3052 0.329
H 3.2270 -11.9156 -14.6689 0.366
H 2.3281 -11.9311 -13.1215 0.311
C -6.4909 -7.8862 -25.8743 -1.307
C -6.6207 -8.1758 -24.3774 -0.281
C -6.5636 -6.8920 -23.4711 -0.667
C -6.7346 -7.1593 -21.9983 -0.613
C -5.5601 -7.7712 -21.2482 -0.282
C -5.8786 -8.1554 -19.8030 -1.246
H -7.2710 -7.2150 -26.2336 0.318
H -6.3718 -8.7598 -26.5153 0.353
H -5.6482 -7.2262 -26.0797 0.331
H -7.5969 -8.6421 -24.2437 0.264
H -5.9224 -8.9584 -24.0807 0.309
H -7.3013 -6.1611 -23.8024 0.351
H -5.5961 -6.4131 -23.6220 0.330
H -7.0660 -6.2423 -21.5110 0.369
H -7.5445 -7.8800 -21.8856 0.224
H -5.2380 -8.6791 -21.7580 0.244
H -4.6731 -7.1378 -21.2384 0.321
H -6.3120 -7.2588 -19.3599 0.291
H -6.5820 -8.9852 -19.7345 0.328
H -4.9792 -8.4633 -19.2698 0.365